1.
ORCA calculation (ωB97M-V with the def2-TZVPD basis set) on C33H29F9N9O2SnTe as an isolated structure at a distorted geometry.

Results
Kohn-Sham gap (eV): 6.64
Total charge: -1
E_tot (eV): -89781.59597
Lowest unoccupied orbital energy (eV): 2.02
Relative energy (zero: lowest compared OMol25 entry of this formula, charge and spin) (eV): 0.8516

Geometry as XYZ:
```
84
Properties=species:S:1:pos:R:3:forces:R:3:mulliken_charge:R:1
Te -1.09601 2.59407 1.25039 -0.87 3.75 0.99 1.215
Sn 0.07705 -0.39764 0.00546 -0.65 -0.13 -0.22 1.641
F 0.50851 3.43192 0.44184 -0.10 -0.50 0.18 -0.527
F -2.45018 -0.51906 1.50084 0.44 0.32 0.15 0.462
F -6.38491 -3.29127 -0.92288 0.00 -0.05 -0.08 -0.352
F -3.04620 2.67768 1.41444 0.55 -0.24 -0.03 -0.446
F -1.71782 4.14373 0.22040 0.29 -0.44 0.26 -0.428
F -0.67804 3.91499 2.57300 -0.25 -0.41 -0.45 -0.389
F -1.61236 1.72814 2.94859 0.36 -0.36 -0.60 -0.552
F -4.90494 -0.46226 2.50790 0.07 0.17 0.11 -0.294
F -3.99119 -3.46052 -1.92110 -0.09 0.03 -0.06 -0.372
O -1.24984 1.50564 -0.17015 0.25 -1.64 -0.10 -0.862
O 0.53615 1.42135 1.79973 -0.38 -0.35 0.27 1.562
N 1.80140 1.30355 -2.97449 -0.21 0.46 -0.76 -1.159
N 2.19524 0.72137 -1.81177 0.00 -0.54 0.57 0.514
N -1.09338 -1.05845 4.52650 -0.07 0.10 0.01 0.091
N 1.01121 -2.84713 -1.17969 0.09 -0.16 -0.06 1.091
N -0.39037 0.52191 -2.56216 0.16 -0.39 0.03 -0.003
N 0.06379 -1.60315 2.74224 0.18 0.12 -0.04 0.008
N -2.04267 1.89109 -3.45631 -0.08 0.05 0.14 0.099
N -1.76074 -1.89222 -0.73584 0.54 0.23 -0.03 1.011
N 2.99723 -0.16989 0.72981 -0.05 -0.03 -0.20 0.133
C 0.10122 1.89338 -4.51175 -0.26 0.08 -0.03 0.393
C 2.35400 -2.75327 -1.73455 -0.12 0.06 0.14 -1.157
C -4.13581 -2.64162 -0.84267 0.06 0.10 -0.05 0.514
C 1.32351 0.54936 5.27483 0.05 -0.02 -0.10 -0.551
C 2.37274 2.61706 4.69432 0.06 0.03 0.03 -0.732
C -5.41198 -2.57400 -0.32055 -0.01 0.03 0.17 0.113
C 4.59052 1.60361 0.76080 -0.10 0.04 -0.10 -1.002
C 0.42475 3.04196 -6.59892 0.08 0.00 -0.04 -0.765
C 0.89887 -4.03022 -0.34353 -0.10 0.19 0.01 -1.103
C -4.68016 -1.13264 1.37134 -0.16 -0.23 -0.19 -0.247
C 1.02180 1.46772 3.05234 0.25 -0.14 0.27 -0.201
C 0.77646 0.45009 3.99741 0.00 0.25 -0.34 -0.033
C 0.91103 2.23270 -5.59026 -0.01 0.00 0.01 -0.286
C -0.87004 3.54798 -6.52022 -0.03 0.01 0.05 -0.364
C 3.51426 0.93192 0.18052 0.19 -0.12 0.42 0.905
C -1.22186 2.35101 -4.47342 0.30 -0.02 -0.28 0.217
C -1.61517 0.90887 -2.63261 0.12 -0.03 -0.12 -0.880
C 4.55925 0.00183 2.52665 0.13 0.10 -0.01 -0.785
C 0.56847 1.17549 -3.32030 0.22 0.25 0.44 0.133
C -1.69483 3.20543 -5.46703 -0.05 0.03 0.03 -0.854
C -1.64123 -2.22553 4.05841 -0.08 -0.14 -0.02 -0.764
C -1.42655 -2.85907 -1.77827 -0.02 0.02 0.01 -1.161
C -5.72977 -1.82808 0.79045 0.00 0.02 0.02 -0.663
C 3.49544 -0.60856 1.87658 0.00 -0.04 0.03 -0.287
C -3.04045 -1.90504 -0.30874 -0.34 -0.23 0.03 -0.453
C 1.81954 2.54921 3.43022 0.04 0.00 -0.12 -0.601
C 0.02261 -2.82860 -2.24905 -0.07 0.20 0.15 -1.378
C -0.90687 -2.55429 2.96314 0.11 0.10 0.03 -0.543
C -0.07859 -0.70538 3.70033 -0.03 -0.27 -0.18 0.326
C 5.12785 1.12214 1.94208 -0.08 -0.07 0.00 -0.441
C -3.41668 -1.15961 0.84090 0.01 -0.18 -0.09 -0.089
C 2.13328 1.61588 5.62414 0.00 0.00 0.14 -0.864
C 2.93562 1.44144 -1.06853 -0.16 0.15 -0.24 -0.690
H -2.70343 3.59543 -5.40262 -0.02 -0.03 -0.03 0.375
H 3.07430 -2.70894 -0.91721 0.05 0.02 -0.04 0.238
H 0.16750 -3.69261 -2.92313 -0.01 0.02 -0.04 0.410
H -0.09820 -4.07818 0.09014 -0.01 -0.02 0.06 0.154
H -2.49116 -2.69400 4.52228 0.00 0.03 0.00 0.461
H 5.00139 2.48355 0.28242 -0.05 0.03 0.00 0.452
H -1.00582 -3.40790 2.31467 -0.08 -0.01 -0.03 0.282
H -1.65018 -3.87837 -1.43594 -0.08 0.01 -0.09 0.575
H 3.01410 -1.48840 2.29296 -0.02 0.05 0.03 0.410
H 2.56626 1.66858 6.61532 -0.01 0.01 0.00 0.388
H 3.15399 2.47739 -1.33205 0.06 -0.05 -0.09 0.285
H 1.07888 -4.95519 -0.91670 0.02 -0.01 0.00 0.293
H 2.58796 -3.62077 -2.37459 0.01 -0.01 0.00 0.347
H -1.23624 4.21469 -7.29014 -0.02 -0.02 -0.01 0.381
H 1.92658 1.86069 -5.60607 0.01 0.03 0.02 0.463
H -2.93868 2.32152 -3.29831 -0.05 -0.12 -0.01 0.304
H 5.97388 1.61974 2.39859 -0.03 0.01 0.04 0.401
H 1.96642 3.34261 2.70883 -0.03 -0.03 -0.04 0.429
H 1.11781 -0.23734 5.99241 0.03 -0.01 -0.01 0.453
H 2.44161 -1.83939 -2.31827 0.04 0.03 -0.01 0.194
H 1.05348 3.29923 -7.44120 0.01 0.01 0.02 0.384
H 2.99114 3.46437 4.96529 0.00 0.02 -0.03 0.432
H -2.35837 0.40618 -2.02736 -0.03 0.11 0.13 0.488
H -1.48315 -0.45122 5.22567 -0.02 0.03 0.01 0.292
H -6.72857 -1.79885 1.19641 -0.01 0.01 0.00 0.513
H 0.19611 -1.91775 -2.82475 0.02 -0.02 -0.04 0.148
H 1.62605 -3.96448 0.46655 -0.01 -0.05 0.01 0.323
H -2.02810 -2.68899 -2.67886 0.09 -0.13 -0.03 0.533
H 4.93126 -0.38658 3.46480 -0.04 -0.03 0.00 0.441
```
Positions in Å, forces in eV/Å.

---

2.
ORCA calculation (ωB97M-V with the def2-TZVPD basis set) on C33H29N3P2S3Sn as an isolated structure at a distorted geometry.

Results
Kohn-Sham gap (eV): 7.41
Total charge: +2
E_tot (eV): -96063.88764
Lowest unoccupied orbital energy (eV): -5.44
Relative energy (zero: lowest compared OMol25 entry of this formula, charge and spin) (eV): 1.0937

Geometry as XYZ:
```
71
Properties=species:S:1:pos:R:3:forces:R:3:mulliken_charge:R:1
Sn 0.61546 0.97021 0.50884 -0.35 -0.67 0.49 0.760
S 1.26875 3.39990 0.09224 -0.51 0.72 -0.21 -0.425
S -0.93403 -1.90899 -0.57787 0.01 0.09 0.10 -0.297
S -1.53393 1.93830 -0.61723 0.39 0.41 -0.43 -0.592
P -2.38545 -2.36997 0.78436 0.79 0.10 -0.05 0.512
P -2.86903 0.47935 -0.15685 0.35 -0.34 0.67 1.834
N 2.68934 -0.44960 -0.47767 -0.54 0.35 0.12 0.163
N 3.46760 -0.58644 -1.55640 0.14 -0.03 -0.23 -0.248
N 2.98249 5.08557 1.17065 -0.20 -0.15 -0.04 -0.056
C -1.16849 -2.38069 3.23932 -0.01 0.21 0.00 -0.303
C -5.04798 0.70620 3.27962 -0.12 0.02 0.02 -0.884
C -5.81010 1.84714 3.07165 0.10 -0.08 0.06 -0.527
C -5.67988 2.56690 1.89419 -0.07 0.10 -0.09 -0.723
C 2.78236 4.21372 0.15787 0.24 -0.34 -0.31 0.548
C -6.17559 -3.60071 0.13392 -0.15 0.04 0.11 -0.781
C -5.02843 -3.12711 0.74229 0.11 -0.01 -0.03 -0.267
C -4.96797 -3.92668 -1.92667 -0.04 -0.02 0.03 -0.782
C -1.80770 -3.17079 2.28766 -0.47 0.25 -0.46 0.699
C -1.44569 -5.12222 3.61253 -0.02 -0.14 -0.03 -0.660
C -3.85577 -3.04909 -0.00609 0.49 0.20 0.54 0.734
C -4.03318 1.00243 1.12521 0.20 0.03 -0.40 0.380
C -4.79016 2.15418 0.91981 0.13 -0.11 0.02 -0.383
C -3.11222 -0.10154 -2.85043 0.05 0.04 0.02 -0.502
C -1.80552 -0.70949 0.65830 -0.88 -0.60 -0.56 -0.795
C 4.46845 -1.45574 -1.34218 0.09 -0.20 0.28 -0.232
C -0.67331 -2.97368 4.38460 0.02 -0.04 0.02 -0.787
C 4.87383 4.94338 -0.77604 -0.08 0.07 0.23 -0.216
C -5.15941 -0.22993 -1.56398 0.09 0.06 0.07 -0.478
C -4.16533 0.27828 2.30431 0.12 -0.16 -0.06 -0.167
C -5.17205 -0.71806 -3.91435 0.00 0.03 0.01 -0.520
C 4.33879 -1.90840 -0.04689 0.08 0.04 -0.23 -0.703
C -3.80959 -0.46621 -3.98725 0.03 -0.05 -0.06 -0.758
C 3.75608 4.14424 -0.84767 -0.12 0.08 0.29 -0.487
C -0.80557 -4.34316 4.56464 0.01 0.02 -0.02 -0.470
C -6.14536 -3.99365 -1.19571 0.05 0.02 -0.08 -0.488
C -1.96188 -4.54040 2.46863 -0.05 0.07 -0.08 -0.602
C -5.84296 -0.60062 -2.70646 -0.12 -0.03 -0.01 -0.802
C -3.79274 0.02352 -1.64326 0.29 0.12 0.49 0.822
C 4.06990 5.86946 1.26739 0.46 0.32 -0.02 -0.210
C -3.81240 -3.45136 -1.33540 0.08 -0.09 -0.08 -0.320
C 3.21133 -1.25287 0.44601 -0.05 0.15 -0.22 -0.365
C 5.04667 5.81320 0.30953 -0.12 -0.14 -0.07 -0.607
H -0.40548 -4.80596 5.45346 0.01 -0.06 0.09 0.416
H 5.92295 6.43512 0.38451 0.01 0.10 0.07 0.407
H 4.96800 -2.60814 0.46528 0.09 -0.10 0.04 0.391
H -0.18786 -2.37277 5.13851 0.04 0.05 0.05 0.437
H 4.12111 6.53962 2.11404 -0.07 -0.07 0.01 0.432
H -6.27390 3.45328 1.73256 -0.04 0.08 0.01 0.432
H -1.06967 -1.31291 3.07541 -0.01 -0.08 0.00 0.381
H -2.88695 -3.41176 -1.89266 -0.02 0.07 -0.02 0.411
H 5.19244 -1.70104 -2.09392 0.07 0.02 -0.19 0.456
H 3.58076 3.48528 -1.68139 0.00 -0.06 -0.04 0.409
H -1.53790 -6.18635 3.76200 -0.03 -0.10 0.02 0.425
H -3.29345 -0.53758 -4.93277 0.03 -0.04 -0.07 0.443
H -2.47160 -5.12665 1.71532 -0.01 -0.13 0.04 0.469
H -5.67877 -0.11754 -0.62226 -0.07 -0.03 0.02 0.410
H -4.94651 -4.25248 -2.95473 -0.01 -0.02 -0.10 0.472
H -5.03057 -2.82706 1.78184 -0.10 0.01 0.07 0.450
H -6.90566 -0.78384 -2.65487 -0.08 -0.02 -0.02 0.472
H 5.61061 4.91205 -1.56469 0.08 -0.02 -0.03 0.420
H 3.24873 -0.10572 -2.41600 0.00 -0.05 0.18 0.157
H -3.57027 -0.61482 2.46657 -0.05 0.14 0.10 0.319
H -2.05191 0.10983 -2.89616 -0.01 0.03 -0.05 0.350
H -7.09416 -3.66361 0.69823 -0.06 -0.02 0.03 0.449
H 2.23446 5.16419 1.85713 0.20 -0.03 -0.08 0.256
H -7.04364 -4.35876 -1.66918 -0.10 -0.06 -0.01 0.462
H -6.49612 2.18354 3.83392 -0.07 0.01 0.05 0.417
H -4.66653 2.72484 0.00998 -0.06 0.07 -0.08 0.451
H -5.14152 0.14742 4.19792 -0.03 -0.04 0.10 0.462
H -5.71730 -0.98972 -4.80605 -0.03 -0.02 -0.07 0.446
H 2.76227 -1.33618 1.41961 -0.10 0.04 0.10 0.482
```
Positions in Å, forces in eV/Å.